ORCA calculation (ωB97M-V with the def2-TZVPD basis set) on C4H4FHg as an isolated structure in a non-equilibrium geometry.

```
! RIJCOSX wB97M-V def2-TZVPD def2/J DEFGRID3
* xyz 0 2
C -3.163 1.211 -0.036
C -2.078 0.487 -0.322
H -3.505 1.935 -0.779
H -3.721 1.140 0.906
F -1.777 -0.455 0.810
Hg 0.087 -0.679 -0.636
C 3.750 -0.848 -0.261
C 2.655 -0.313 -0.010
H 4.580 -1.458 -0.590
H 3.173 -1.020 0.916
*
```

Calculated values
* lowest unoccupied orbital energy (alpha / beta): 0.472 / -1.457 eV
* HOMO-LUMO gap (alpha / beta): 8.1 / 7.4 eV
* expectation value of S²: 0.766